# 1
The following is a DFT calculation (ωB97M-V/def2-TZVPD) of a molecular structure, C5H13CoO2.

CARTESIAN COORDINATES (ANGSTROEM)
C1 -0.803 -1.052 -2.612
O1 -0.425 -0.634 -1.313
C2 -1.367 0.458 -0.625
H1 -0.564 -0.217 -3.287
H2 -0.203 -1.930 -2.884
H3 -1.880 -1.263 -2.687
H4 -1.353 1.328 -1.305
H5 -2.337 0.016 -0.883
C3 2.397 -0.207 1.669
O2 1.077 -0.203 1.124
C4 0.470 1.099 1.106
C5 -0.995 0.993 0.742
H6 2.773 -1.235 1.625
H7 3.047 0.452 1.078
H8 2.360 0.133 2.712
H9 1.017 1.733 0.391
H10 0.573 1.524 2.114
H11 -1.411 2.006 0.826
H12 -1.511 0.386 1.503
H13 -1.228 -1.724 0.639
Co1 0.363 -1.663 0.067

Atoms 1-2, force components in eV/Å:
-0.21 0.74 -0.84
-0.42 2.32 1.24

## Properties
Multiplicity: 4
Maximum force (eV/A): 3.4
Orbital gap (alpha / beta) (eV): 8.36 / 9.43
Charge: +1
DFT total energy (eV): -47107.4017


# 2
The following is a DFT calculation (ωB97M-V/def2-TZVPD) of a single C4H5NO molecule.

CARTESIAN COORDINATES (ANGSTROEM)
N1 2.071 0.109 -1.099
C1 1.390 -0.520 -0.380
C2 0.218 -0.329 0.451
O1 0.508 0.383 1.609
C3 -0.496 0.392 -0.708
C4 -1.269 -0.488 0.294
H1 1.140 1.088 1.404
H2 0.421 1.115 -1.037
H3 -0.493 -0.219 -1.606
H4 -1.801 -0.107 1.163
H5 -1.690 -1.423 -0.092

Atoms 1-2, force components in eV/Å:
0.90 -1.88 0.81
1.00 0.36 -0.59

## Properties
Maximum force (eV/A): 3.7
ΔE to the lowest compared entry with this formula, charge and spin (eV): 5.3918
Orbital gap (eV): 9.89
SMILES: N#CC1(O)CC1
DFT total energy (eV): -7761.1347


# 3
The following is a DFT calculation (ωB97M-V/def2-TZVPD) of a molecular structure, C41H35N8O3S3Ta.

CARTESIAN COORDINATES (ANGSTROEM)
Ta1 0.584 -0.300 0.480
C1 -3.052 -2.311 -0.536
C2 -2.810 -1.169 0.399
N1 -2.249 -1.401 1.526
N2 -2.313 -0.366 2.441
C3 -1.298 -0.033 3.106
S1 0.433 -0.520 2.802
S2 -1.328 1.032 4.485
C4 -3.109 1.211 4.786
C5 -3.892 -0.068 4.904
C6 -3.530 -1.041 5.827
C7 -4.278 -2.201 5.950
C8 -5.405 -2.390 5.160
C9 -5.775 -1.416 4.244
C10 -5.017 -0.261 4.114
C11 -3.179 0.206 -0.009
C12 -4.460 0.604 -0.368
C13 -4.719 1.938 -0.662
C14 -3.702 2.881 -0.610
C15 -2.403 2.501 -0.288
C16 -2.180 1.174 -0.006
O1 -0.895 0.734 0.266
H1 -2.620 -3.227 -0.140
H2 -2.668 -2.101 -1.536
H3 -4.129 -2.461 -0.639
H4 -3.520 1.870 4.023
H5 -3.109 1.751 5.736
H6 -2.658 -0.891 6.455
H7 -3.992 -2.952 6.675
H8 -6.001 -3.285 5.272
H9 -6.662 -1.549 3.639
H10 -5.303 0.497 3.394
H11 -5.263 -0.122 -0.384
H12 -5.722 2.242 -0.926
H13 -3.915 3.919 -0.828
H14 -1.589 3.212 -0.253
C17 5.179 0.101 -5.543
C18 4.689 0.056 -4.125
C19 4.737 1.206 -3.331
C20 4.336 1.179 -2.011
C21 3.871 -0.023 -1.480
C22 3.804 -1.182 -2.244
C23 4.216 -1.128 -3.566
S3 3.357 -0.036 0.171
O2 4.418 0.082 1.100
O3 2.454 -1.256 0.296
N3 2.150 1.037 0.347
C24 2.230 2.230 1.165
C25 3.394 2.953 1.353
C26 3.308 4.067 2.174
C27 2.088 4.413 2.735
C28 0.987 3.617 2.463
N4 1.061 2.529 1.694
H15 4.864 1.017 -6.041
H16 4.829 -0.755 -6.116
H17 6.270 0.083 -5.558
H18 5.101 2.132 -3.756
H19 4.378 2.078 -1.410
H20 3.468 -2.114 -1.811
H21 4.183 -2.029 -4.167
H22 4.331 2.663 0.901
H23 4.192 4.659 2.369
H24 1.989 5.280 3.372
H25 0.014 3.842 2.880
N5 0.544 -0.569 -4.075
C29 0.224 -1.101 -2.897
N6 0.331 -0.251 -1.887
C30 0.703 0.976 -2.506
C31 0.809 2.280 -2.004
C32 1.153 3.280 -2.885
C33 1.381 3.023 -4.249
C34 1.228 1.760 -4.770
C35 0.867 0.760 -3.870
H26 0.495 -1.050 -4.960
H27 -0.133 -2.115 -2.832
H28 0.597 2.515 -0.974
H29 1.231 4.296 -2.524
H30 1.641 3.842 -4.906
H31 1.357 1.560 -5.825
N7 2.276 -5.344 -2.934
C36 1.772 -5.056 -1.944
C37 1.151 -4.573 -0.738
C38 0.858 -5.371 0.361
C39 0.285 -4.760 1.459
C40 0.033 -3.399 1.439
N8 0.318 -2.618 0.377
C41 0.874 -3.221 -0.680
H32 1.084 -6.429 0.355
H33 0.031 -5.327 2.342
H34 -0.438 -2.916 2.276
H35 1.162 -2.601 -1.504

Atoms 1-2, force components in eV/Å:
-0.95 -0.26 -0.02
0.06 0.04 0.02

## Properties
Maximum force (eV/A): 1.0
ΔE to the lowest compared entry with this formula, charge and spin (eV): 0.4815
Orbital gap (eV): 6.24
Charge: +2
DFT total energy (eV): -95194.5677


# 4
The following is a DFT calculation (ωB97M-V/def2-TZVPD) of a gas-phase ion, C25H45N14O8 (charge +1).

CARTESIAN COORDINATES (ANGSTROEM)
N1 4.213 0.909 0.778
C1 3.614 1.944 0.220
N2 2.599 2.530 0.861
H1 2.122 1.989 1.589
C2 1.712 3.454 0.197
C3 2.546 4.341 -0.731
H2 3.198 4.953 -0.107
C4 3.407 3.491 -1.656
N3 4.148 2.530 -0.866
H3 4.858 2.000 -1.349
H4 2.779 2.973 -2.393
H5 4.120 4.121 -2.193
H6 1.908 5.004 -1.314
H7 1.262 4.083 0.975
C5 0.522 2.755 -0.514
N4 -0.559 2.448 0.415
C6 -0.483 1.817 1.603
O1 0.507 1.649 2.292
C7 -1.864 1.407 2.071
C8 -2.712 2.318 2.557
N5 -4.046 2.179 2.969
C9 -4.994 1.243 2.664
O2 -4.785 0.193 2.060
N6 -6.232 1.539 3.116
H8 -6.467 2.400 3.575
H9 -6.973 0.890 2.915
H10 -4.397 2.999 3.443
H11 -2.352 3.328 2.673
N7 -2.173 0.062 1.897
C10 -1.465 -0.762 1.104
O3 -0.400 -0.475 0.586
C11 -2.110 -2.147 0.931
N8 -1.811 -2.648 -0.385
C12 -2.448 -2.404 -1.537
O4 -1.992 -2.797 -2.597
C13 -3.815 -1.681 -1.443
N9 -3.700 -0.357 -0.849
C14 -3.046 0.736 -1.264
O5 -3.023 1.740 -0.556
C15 -2.450 0.741 -2.665
N10 -3.562 1.199 -3.473
H12 -3.537 0.835 -4.414
H13 -3.649 2.206 -3.471
H14 -2.184 -0.269 -2.977
C16 -1.211 1.660 -2.757
N11 -0.024 1.053 -2.204
C17 0.865 1.457 -1.283
O6 1.874 0.804 -1.084
H15 0.210 0.151 -2.607
H16 -1.031 1.873 -3.820
H17 -1.442 2.598 -2.249
H18 -4.231 -0.199 0.003
H19 -4.416 -2.262 -0.734
C18 -4.600 -1.727 -2.789
O7 -3.860 -1.538 -3.953
H20 -3.140 -2.195 -3.945
H21 -5.109 -2.701 -2.822
H22 -5.353 -0.935 -2.772
H23 -0.909 -3.136 -0.455
C19 -1.564 -3.121 2.002
N12 -0.158 -2.964 2.299
C20 0.821 -3.407 1.473
O8 0.575 -3.855 0.369
C21 2.218 -3.323 2.039
H24 2.182 -3.299 3.130
H25 2.754 -4.219 1.726
C22 3.006 -2.091 1.521
N13 2.390 -0.813 1.850
H26 2.132 -0.752 2.829
H27 1.560 -0.648 1.287
C23 3.235 -2.172 0.006
C24 4.548 -2.854 -0.380
H28 4.532 -3.042 -1.456
C25 5.815 -2.064 -0.049
N14 5.853 -0.772 -0.745
H29 5.621 -0.915 -1.724
H30 6.796 -0.398 -0.705
H31 6.679 -2.691 -0.312
H32 5.874 -1.853 1.021
H33 4.618 -3.823 0.116
H34 3.203 -1.167 -0.412
H35 2.416 -2.733 -0.445
H36 3.972 -2.109 2.042
H37 0.091 -2.500 3.157
H38 -2.121 -2.982 2.929
H39 -1.725 -4.140 1.634
H40 -3.193 -2.072 1.069
H41 -3.160 -0.156 2.098
H42 -1.486 2.388 -0.016
H43 0.116 3.481 -1.225
H44 4.885 0.364 0.212
H45 3.607 0.330 1.393

Atoms 1-2, force components in eV/Å:
0.09 0.10 0.07
0.63 0.22 0.54

## Properties
Maximum force (eV/A): 0.9
ΔE to the lowest compared entry with this formula, charge and spin (eV): 1.3617
Orbital gap (eV): 8.96
Charge: +1
DFT total energy (eV): -63897.6872


# 5
The following is a DFT calculation (ωB97M-V/def2-TZVPD) of a single C17H14N4OS molecule.

CARTESIAN COORDINATES (ANGSTROEM)
O1 3.545 -2.333 3.382
C1 2.641 -3.122 2.605
C2 1.160 -2.481 2.788
N1 0.877 -1.242 2.124
N2 1.974 -0.649 1.515
C3 1.823 0.517 0.883
C4 2.682 1.120 -0.009
C5 4.004 0.875 -0.238
C6 4.644 1.722 -1.237
C7 3.829 2.707 -1.935
C8 2.491 2.795 -1.844
C9 1.866 2.038 -0.809
N3 0.545 1.875 -0.411
C10 0.514 0.901 0.476
N4 -0.629 0.204 0.955
C11 -1.986 0.700 0.686
C12 -2.841 0.217 -0.366
C13 -4.075 0.915 -0.529
C14 -4.471 1.976 0.312
C15 -3.625 2.442 1.297
C16 -2.373 1.784 1.526
C17 -0.484 -0.978 1.731
S1 -1.691 -1.741 2.673
H1 3.298 -1.411 3.168
H2 2.689 -4.191 2.811
H3 2.949 -2.942 1.540
H4 0.824 -2.449 3.791
H5 0.507 -3.266 2.275
H6 4.716 0.155 0.298
H7 5.740 1.699 -1.364
H8 4.369 3.370 -2.608
H9 1.732 3.411 -2.300
H10 -2.484 -0.582 -1.039
H11 -4.781 0.717 -1.367
H12 -5.490 2.378 0.178
H13 -3.825 3.237 1.958
H14 -1.680 2.283 2.176

Atoms 1-2, force components in eV/Å:
-0.17 -0.21 0.23
-0.91 3.37 -0.96

## Properties
Maximum force (eV/A): 6.0
ΔE to the lowest compared entry with this formula, charge and spin (eV): 4.1276
Orbital gap (eV): 6.93
SMILES: OCCn1nc2c3ccccc3nc-2n(-c2ccccc2)c1=S
DFT total energy (eV): -36695.8276


# 6
The following is a DFT calculation (ωB97M-V/def2-TZVPD) of 2 unconnected molecules or ions with the total composition C3H4ClNO2.

CARTESIAN COORDINATES (ANGSTROEM)
C1 -0.705 -0.556 -0.432
C2 0.550 -0.130 -0.993
N1 1.339 0.143 -1.795
O1 2.221 0.443 -2.522
H1 -0.686 -1.623 -0.282
H2 -1.411 -0.304 -1.169
H3 -0.866 -0.020 0.496
O2 1.199 1.610 1.289
C3 1.039 2.212 0.306
Cl1 -0.345 3.347 0.225
H4 1.673 2.186 -0.614

Atoms 1-2, force components in eV/Å:
0.72 -0.03 0.75
0.99 -0.01 -1.10

## Properties
Maximum force (eV/A): 2.6
ΔE to the lowest compared entry with this formula, charge and spin (eV): 3.4044
Orbital gap (eV): 10.51
SMILES: CC#[N+][O-].O=CCl
DFT total energy (eV): -21280.1184


# 7
The following is a DFT calculation (ωB97M-V/def2-TZVPD) of a molecular structure, C22H14Cl5HoN2OS2.

CARTESIAN COORDINATES (ANGSTROEM)
Ho1 -0.023 -0.708 -2.634
C1 -2.039 -0.852 0.394
C2 -0.759 -0.245 -0.114
N1 0.198 -1.103 -0.395
N2 1.480 -0.631 -0.407
C3 2.427 -1.064 -1.170
S1 2.302 -1.902 -2.691
S2 4.071 -0.794 -0.552
C4 3.903 -1.645 1.075
C5 3.517 -0.766 2.227
C6 2.200 -0.713 2.672
C7 1.859 0.057 3.774
C8 2.832 0.783 4.445
C9 4.145 0.747 3.999
C10 4.483 -0.021 2.896
C11 -0.571 1.210 -0.171
C12 -1.077 2.020 0.857
C13 -0.835 3.373 0.896
C14 -0.078 3.962 -0.118
C15 0.406 3.202 -1.158
C16 0.163 1.822 -1.231
O1 0.578 1.143 -2.287
H1 -1.803 -1.649 1.096
H2 -2.663 -0.104 0.876
H3 -2.618 -1.283 -0.424
H4 3.183 -2.448 0.930
H5 4.891 -2.078 1.228
H6 1.439 -1.281 2.152
H7 0.832 0.085 4.117
H8 2.570 1.371 5.315
H9 4.908 1.315 4.515
H10 5.509 -0.047 2.545
H11 -1.628 1.554 1.665
H12 -1.210 3.963 1.720
H13 0.129 5.023 -0.083
H14 0.996 3.641 -1.951
Cl1 -2.178 1.198 -3.661
C17 -3.063 -0.284 -3.387
C18 -2.272 -1.377 -3.057
C19 -2.973 -2.536 -2.742
Cl2 -2.011 -3.884 -2.208
C20 -4.358 -2.636 -2.799
Cl3 -5.161 -4.101 -2.404
C21 -5.099 -1.512 -3.177
Cl4 -6.808 -1.600 -3.285
C22 -4.448 -0.309 -3.456
Cl5 -5.343 1.108 -3.836

Atoms 1-2, force components in eV/Å:
-0.03 -2.09 -1.64
0.02 0.02 -0.14

## Properties
Multiplicity: 5
Maximum force (eV/A): 2.7
ΔE to the lowest compared entry with this formula, charge and spin (eV): 1.2954
Orbital gap (alpha / beta) (eV): 7.54 / 7.57
DFT total energy (eV): -138150.5193


# 8
The following is a DFT calculation (ωB97M-V/def2-TZVPD) of a molecular structure, C25H55BIN3NbO.

CARTESIAN COORDINATES (ANGSTROEM)
C1 0.179 2.220 -2.613
C2 1.133 2.807 -1.565
B1 1.916 1.724 -0.693
O1 3.280 1.943 -0.614
Nb1 1.021 -0.144 0.486
N1 0.117 -1.985 0.769
C3 2.904 -0.336 1.767
C4 2.903 -0.779 3.249
C5 1.778 -1.685 3.663
C6 1.862 -3.052 3.428
C7 0.822 -3.900 3.781
C8 -0.318 -3.390 4.392
C9 -0.409 -2.030 4.653
C10 0.633 -1.189 4.288
C11 -0.119 1.274 1.881
C12 0.653 2.098 2.833
C13 1.490 3.191 2.213
I1 -0.734 3.164 4.317
H1 0.570 1.278 -3.004
H2 -0.799 1.996 -2.193
H3 0.047 2.901 -3.456
H4 0.578 3.491 -0.915
H5 1.875 3.435 -2.085
H6 3.539 2.746 -1.083
H7 -0.350 0.211 -0.704
H8 1.889 -0.886 -0.956
H9 0.402 -2.732 0.141
H10 -0.894 -1.918 0.676
H11 3.424 0.627 1.707
H12 3.553 -1.018 1.202
H13 2.936 0.095 3.903
H14 3.828 -1.326 3.467
H15 2.750 -3.451 2.949
H16 0.899 -4.961 3.573
H17 -1.132 -4.048 4.667
H18 -1.283 -1.618 5.139
H19 0.541 -0.129 4.498
H20 -0.742 1.928 1.264
H21 -0.805 0.595 2.403
H22 1.241 1.520 3.541
H23 0.905 3.756 1.488
H24 2.329 2.726 1.695
H25 1.885 3.876 2.961
C14 -5.531 6.684 -0.332
C15 -4.814 6.144 -1.559
N2 -3.383 6.375 -1.521
C16 -2.727 6.140 -2.795
C17 -2.735 4.717 -3.365
C18 -2.700 5.861 -0.339
C19 -2.821 4.367 -0.019
H26 -5.284 7.735 -0.177
H27 -6.610 6.597 -0.466
H28 -5.268 6.134 0.572
H29 -5.191 6.657 -2.449
H30 -5.081 5.081 -1.682
H31 -1.693 6.481 -2.699
H32 -3.202 6.808 -3.522
H33 -2.060 4.053 -2.830
H34 -2.408 4.739 -4.407
H35 -3.734 4.279 -3.342
H36 -3.060 6.428 0.523
H37 -1.645 6.128 -0.440
H38 -3.851 4.014 -0.100
H39 -2.496 4.190 1.007
H40 -2.200 3.748 -0.666
C20 3.309 -5.330 -0.144
C21 1.869 -5.756 -0.381
N3 1.328 -5.253 -1.628
C22 -0.114 -5.351 -1.723
C23 -0.742 -6.752 -1.758
C24 2.081 -5.581 -2.821
C25 2.312 -7.067 -3.136
H41 3.397 -4.246 -0.233
H42 3.610 -5.617 0.866
H43 4.016 -5.792 -0.834
H44 1.247 -5.339 0.417
H45 1.798 -6.854 -0.285
H46 -0.425 -4.794 -2.611
H47 -0.527 -4.808 -0.868
H48 -0.582 -7.253 -2.713
H49 -1.820 -6.672 -1.605
H50 -0.344 -7.390 -0.968
H51 3.054 -5.090 -2.749
H52 1.574 -5.102 -3.662
H53 2.637 -7.617 -2.251
H54 3.097 -7.165 -3.889
H55 1.420 -7.555 -3.526

Atoms 1-2, force components in eV/Å:
0.08 -0.02 -0.16
0.00 0.02 -0.19

## Properties
Maximum force (eV/A): 2.6
Orbital gap (eV): 6.90
Charge: -1
DFT total energy (eV): -43660.2860